Molecular formula: C49H62N9O10PTi
Method: DFT, the ωB97M-V functional and the def2-TZVPD basis

Each line ends with the Mulliken spin population.
Element x y z (Å)
Ti1 -0.1087 0.2714 -0.2345  0.00
C1 -2.2299 -3.7186 -6.7399  0.00
O1 -1.5232 -3.2931 -5.5746  -0.01
C2 -0.2278 -3.6121 -5.4998  0.00
C3 0.4950 -4.2231 -6.5200  0.00
C4 1.8353 -4.5371 -6.3390  0.00
C5 2.4685 -4.2667 -5.1376  0.00
C6 1.7436 -3.6781 -4.1108  0.00
C7 0.4110 -3.3309 -4.2839  0.00
N1 -0.3209 -2.7376 -3.2165  0.01
C8 0.1644 -1.7265 -2.5023  -0.02
N2 1.1653 -1.0072 -3.0234  0.01
C9 1.7236 0.2180 -2.6151  0.00
C10 1.2920 0.9812 -1.5444  0.00
C11 1.8264 2.2605 -1.3663  0.00
C12 2.8114 2.7356 -2.2061  0.00
C13 3.2732 1.9514 -3.2602  0.00
C14 2.7240 0.7032 -3.4731  0.00
O2 3.0490 -0.1261 -4.4943  0.00
C15 3.9599 0.3591 -5.4762  0.00
N3 -0.3184 -1.4560 -1.2661  0.00
C16 -0.9853 -2.5012 -0.5589  0.00
C17 -0.6822 -3.8578 -0.6635  0.00
C18 -1.4460 -4.7983 0.0116  0.00
C19 -2.4940 -4.3977 0.8289  0.00
C20 -2.7556 -3.0458 1.0078  0.00
C21 -1.9875 -2.1218 0.3236  -0.01
O3 -2.0917 -0.7607 0.4748  0.01
C22 -3.3821 -0.1519 0.6314  0.00
H1 -3.2680 -3.4787 -6.5551  0.00
H2 -2.1294 -4.7969 -6.8730  0.00
H3 -1.8634 -3.1940 -7.6254  0.00
H4 0.0138 -4.4515 -7.4605  0.00
H5 2.3804 -5.0073 -7.1476  0.00
H6 3.5094 -4.5233 -4.9896  0.00
H7 2.2215 -3.4744 -3.1582  0.00
H8 -1.3488 -2.9888 -3.0178  0.01
H9 1.4374 -1.2789 -3.9594  0.00
H10 1.4367 2.9094 -0.5925  0.00
H11 3.2100 3.7327 -2.0692  0.00
H12 4.0363 2.3339 -3.9228  0.00
H13 4.0455 -0.4258 -6.2197  0.00
H14 4.9381 0.5530 -5.0332  0.00
H15 3.5770 1.2671 -5.9450  0.00
H16 0.1161 -4.1848 -1.3155  0.00
H17 -1.2302 -5.8510 -0.1242  0.00
H18 -3.1149 -5.1315 1.3262  0.00
H19 -3.5613 -2.7257 1.6544  0.00
H20 -3.9432 -0.6467 1.4184  0.00
H21 -3.9222 -0.1986 -0.3114  0.00
H22 -3.1937 0.8804 0.9083  0.00
N4 0.4342 -3.6101 2.7460  0.00
C23 1.7670 -3.5276 2.7546  0.00
N5 2.4594 -4.3681 3.5253  0.00
N6 2.4574 -2.6265 2.0712  0.00
C24 1.8598 -1.7299 1.3535  0.00
N7 1.4557 -0.8538 0.7043  0.00
H23 -0.0264 -4.4038 3.1578  0.00
H24 -0.0776 -3.1550 1.9990  0.00
H25 2.0221 -5.1158 4.0322  0.00
H26 3.4615 -4.2942 3.5285  0.00
O4 -1.1145 3.1109 -2.3606  -0.01
C25 -1.5323 2.0044 -2.2136  -0.01
O5 -1.3315 1.3370 -1.0165  0.00
C26 -2.3129 1.2152 -3.1857  -0.06
C27 -2.5988 -0.1065 -2.9114  0.10
C28 -3.3026 -0.8927 -3.8252  -0.02
C29 -3.8169 -0.2887 -4.9858  0.14
C30 -3.4946 1.0302 -5.2208  -0.03
C31 -2.7323 1.8157 -4.3727  0.14
N8 -3.9785 1.6470 -6.4882  0.00
O6 -3.7024 2.8130 -6.6834  -0.01
O7 -4.5982 0.9436 -7.2582  0.00
N9 -3.4358 -2.2441 -3.5861  0.27
O8 -4.1986 -2.9500 -4.3073  0.36
O9 -2.6472 -2.7849 -2.6667  0.08
H27 -2.2719 -0.5739 -2.0031  0.02
H28 -4.4181 -0.8512 -5.6790  0.01
H29 -2.5012 2.8425 -4.6064  0.01
O10 -0.2218 1.0214 1.6072  0.00
P1 0.1350 1.5322 3.0184  0.00
C32 -0.7967 3.0865 3.2538  0.00
C33 -0.2744 4.0759 4.3140  0.00
C34 0.8658 4.9618 3.8154  0.00
C35 0.5030 5.6638 2.5088  0.00
C36 0.0818 4.6529 1.4460  0.00
C37 -1.0958 3.8141 1.9292  0.00
C38 1.9424 1.5261 3.1788  0.00
C39 2.5344 1.9031 4.5582  0.00
C40 4.0277 2.2403 4.4306  0.00
C41 4.6936 1.3390 3.3959  0.00
C42 4.1403 1.6302 1.9880  0.00
C43 2.7124 2.1954 2.0347  0.00
C44 -0.3983 0.2852 4.2383  0.00
C45 -0.4703 0.7620 5.7078  0.00
C46 -1.8077 1.3865 6.1111  0.00
C47 -2.9869 0.4953 5.7356  0.00
C48 -2.9742 0.1681 4.2460  0.00
C49 -1.6616 -0.5009 3.8438  0.00
H30 -1.7419 2.6808 3.6205  0.00
H31 0.0021 3.5621 5.2377  0.00
H32 -1.1217 4.7186 4.5741  0.00
H33 1.7672 4.3612 3.6601  0.00
H34 1.1157 5.6919 4.5874  0.00
H35 1.3414 6.2692 2.1595  0.00
H36 -0.3286 6.3548 2.6886  0.00
H37 0.9277 3.9959 1.2170  0.00
H38 -0.1827 5.1532 0.5133  0.00
H39 -1.4153 3.1111 1.1621  0.00
H40 -1.9440 4.4778 2.1247  0.00
H41 2.1050 0.4490 3.0426  0.00
H42 2.4179 1.0563 5.2385  0.00
H43 2.0076 2.7442 5.0101  0.00
H44 4.5019 2.1348 5.4070  0.00
H45 4.1527 3.2880 4.1388  0.00
H46 4.5098 0.2929 3.6681  0.00
H47 5.7757 1.4688 3.4101  0.00
H48 4.1461 0.7194 1.3842  0.00
H49 4.7823 2.3468 1.4722  0.00
H50 2.2287 2.0191 1.0789  0.00
H51 2.7385 3.2761 2.1812  0.00
H52 0.4362 -0.4230 4.1658  0.00
H53 0.3485 1.4405 5.9486  0.00
H54 -0.3127 -0.1267 6.3273  0.00
H55 -1.9324 2.3700 5.6489  0.00
H56 -1.7955 1.5645 7.1876  0.00
H57 -3.9268 0.9724 6.0162  0.00
H58 -2.9271 -0.4404 6.3038  0.00
H59 -3.1392 1.0796 3.6602  0.00
H60 -3.8042 -0.4990 4.0012  0.00
H61 -1.6425 -0.7192 2.7784  0.00
H62 -1.6007 -1.4638 4.3634  0.00

Force components x, y, z for each atom (eV/Å):
Ti -0.5 0.1 0.5
C 0.0 0.1 0.1
O -0.3 0.1 -0.2
C 0.2 -0.2 0.1
C 0.1 0.0 0.0
C 0.0 0.0 0.0
C 0.0 0.0 0.0
C 0.1 -0.1 -0.1
C 0.1 0.2 0.2
N 1.8 0.1 -0.3
C -0.1 -0.6 0.0
N 0.2 0.4 0.0
C -0.1 0.0 -0.1
C -0.1 -0.4 0.0
C 0.0 0.0 0.0
C 0.0 0.1 0.0
C 0.0 0.1 0.0
C 0.0 0.1 0.0
O 0.1 0.0 -0.2
C 0.0 0.0 0.1
N 0.1 -0.1 0.0
C 0.4 0.0 -0.2
C 0.1 0.0 0.1
C 0.0 0.0 0.0
C 0.0 0.0 0.0
C 0.0 0.0 0.1
C -0.1 -0.1 0.0
O 0.1 0.2 0.2
C 0.1 0.0 -0.1
H -0.1 0.1 0.1
H 0.0 0.0 0.0
H 0.0 0.0 0.0
H 0.1 0.0 0.0
H 0.0 0.0 0.0
H 0.0 0.0 0.0
H 0.0 0.0 0.0
H -0.7 0.1 -0.2
H 0.0 0.0 0.0
H 0.0 0.0 0.0
H 0.0 0.0 0.0
H 0.0 0.0 0.0
H 0.0 0.0 0.0
H 0.0 0.0 0.0
H 0.0 0.0 0.0
H 0.0 0.0 0.0
H 0.0 0.1 0.0
H 0.0 0.0 0.0
H 0.0 0.0 0.0
H 0.0 0.0 0.1
H -0.1 0.0 0.0
H 0.0 0.0 0.0
N -0.4 0.0 -0.1
C 0.2 0.1 -0.1
N 0.1 -0.1 0.1
N 0.0 0.0 0.0
C 0.3 0.1 0.0
N 0.1 -0.4 0.4
H 0.0 0.0 0.0
H 0.0 0.0 0.0
H 0.0 0.0 0.0
H 0.0 0.0 0.0
O 0.0 0.2 -0.1
C 0.0 -0.1 0.8
O 0.0 0.6 -0.5
C 0.0 0.1 -0.2
C -0.1 -0.2 -0.1
C 0.1 0.3 -0.2
C 0.1 -0.2 0.2
C -0.1 0.2 -0.2
C -0.1 -0.1 0.1
N 0.1 -0.1 0.0
O 0.0 -0.1 0.1
O 0.0 0.0 0.1
N -0.2 -0.7 -0.5
O 0.4 0.3 0.4
O -1.7 0.0 0.3
H 0.0 0.0 0.0
H 0.0 -0.1 -0.1
H 0.0 0.0 0.0
O 0.1 0.1 -0.2
P -0.2 0.1 -0.2
C 0.0 0.1 0.0
C 0.0 0.0 0.0
C 0.0 0.0 0.0
C -0.1 0.0 0.0
C 0.0 0.0 0.0
C 0.1 0.0 0.1
C 0.1 0.0 -0.1
C 0.0 0.0 0.0
C 0.0 0.0 0.0
C 0.0 0.0 0.0
C 0.0 0.0 0.0
C 0.0 0.0 0.1
C 0.0 0.0 0.1
C 0.0 0.0 0.0
C 0.0 0.0 0.0
C 0.0 0.0 0.0
C 0.0 0.0 0.0
C 0.0 0.0 0.1
H -0.1 0.0 0.0
H 0.0 0.0 0.0
H 0.0 0.0 0.0
H 0.0 0.0 0.0
H 0.0 0.0 0.0
H 0.0 0.0 0.0
H 0.0 0.0 0.0
H 0.0 0.0 0.0
H 0.0 0.0 0.0
H 0.0 0.0 0.0
H 0.0 0.0 0.0
H 0.0 0.0 0.0
H 0.0 0.0 0.0
H 0.0 0.0 0.0
H 0.0 0.0 0.0
H 0.0 0.0 0.0
H 0.0 0.0 0.0
H 0.0 0.0 0.0
H 0.0 0.0 0.0
H 0.0 0.0 0.0
H 0.0 0.0 0.0
H 0.0 0.0 0.0
H 0.0 0.0 0.0
H 0.0 0.0 0.0
H 0.0 0.0 0.0
H 0.0 0.0 0.0
H 0.0 0.0 0.0
H 0.0 0.0 0.0
H 0.0 0.0 0.0
H 0.0 0.0 0.0
H 0.0 0.0 0.0
H 0.0 0.0 -0.1
H 0.0 0.0 0.0

Summary:
energy = -4340.2367 Eh
expectation value of S² = 0.77
2S+1 = 2
net charge = +1
lowest unoccupied orbital energy (alpha / beta) = -2.98 / -2.97 eV